# C21H30BN3O2ReSe5

C21H30BN3O2ReSe5 as an isolated structure (ωB97M-V/def2-TZVPD, the Open Molecules 2025 dataset).

ΔE to the lowest compared entry with this formula, charge and spin: 27.9 kcal/mol
M: 948.31 g/mol
2S+1: 4
LUMO energy (alpha / beta): -1.33 / -1.60 eV
HOMO (alpha / beta): -6.6658 / -7.4729 eV

Each line ends with the Löwdin charge.
Cartesian coordinates (Å):
1 Re -0.669 0.199 -0.257  0.722
2 C -2.459 -1.001 2.275  -0.220
3 C -2.181 0.298 2.604  -0.239
4 C -3.034 1.131 1.780  -0.194
5 C -3.869 0.301 0.975  -0.257
6 C -3.558 -1.004 1.278  -0.219
7 C -4.219 -2.246 0.799  -0.051
8 C -4.921 0.802 0.040  -0.043
9 C -3.069 2.617 1.803  -0.028
10 C -1.259 0.804 3.666  -0.031
11 C -1.861 -2.249 2.823  -0.034
12 H -3.484 -2.979 0.456  0.053
13 H -4.907 -2.049 -0.020  0.065
14 H -4.782 -2.719 1.610  0.093
15 H -4.537 1.603 -0.596  0.049
16 H -5.785 1.200 0.580  0.086
17 H -5.275 0.012 -0.621  0.069
18 H -2.432 3.036 1.015  0.061
19 H -2.715 3.014 2.754  0.081
20 H -4.078 2.989 1.620  0.086
21 H -0.757 1.727 3.370  0.051
22 H -0.490 0.069 3.911  0.074
23 H -1.802 1.022 4.590  0.092
24 H -1.574 -2.930 2.017  0.070
25 H -2.574 -2.789 3.453  0.092
26 H -0.976 -2.042 3.424  0.067
27 Se -1.761 1.637 -1.771  0.211
28 Se -2.612 0.450 -3.632  0.018
29 Se -2.886 -1.690 -2.826  0.009
30 Se -1.146 -1.892 -1.199  0.234
31 Se 1.017 3.333 1.470  1.065
32 N 2.250 2.535 2.520  -0.237
33 C 2.093 1.212 2.411  -0.397
34 C 2.818 0.161 2.998  0.004
35 C 2.463 -1.149 2.662  -0.064
36 C 1.435 -1.436 1.780  -0.114
37 N 0.693 -0.450 1.232  -0.066
38 C 1.034 0.807 1.552  -0.548
39 N 0.311 1.733 0.932  -0.384
40 H 3.634 0.368 3.676  0.112
41 H 3.012 -1.976 3.089  0.103
42 H 1.185 -2.448 1.497  0.118
43 C 3.033 -1.925 -2.624  -0.003
44 C 3.122 -0.453 -2.250  -0.471
45 C 4.538 -0.085 -1.853  -0.001
46 O 2.256 -0.261 -1.104  0.062
47 B 1.023 0.140 -1.588  -0.841
48 O 1.078 0.465 -2.920  0.042
49 C 2.474 0.486 -3.306  -0.471
50 C 2.583 0.007 -4.739  0.001
51 C 2.938 1.931 -3.185  -0.002
52 H 3.321 -2.523 -1.759  0.096
53 H 3.701 -2.169 -3.450  0.094
54 H 2.015 -2.199 -2.905  0.092
55 H 4.915 -0.802 -1.125  0.092
56 H 4.581 0.907 -1.409  0.087
57 H 5.197 -0.108 -2.723  0.096
58 H 2.116 -0.966 -4.872  0.088
59 H 3.629 -0.059 -5.045  0.097
60 H 2.081 0.716 -5.397  0.095
61 H 2.866 2.283 -2.155  0.096
62 H 2.294 2.554 -3.804  0.098
63 H 3.967 2.051 -3.524  0.093

Atoms 1-2, force components in eV/Å:
Re -0.56 0.04 -0.63
C -0.09 -0.13 -0.02

=====

# CH2Br2S

CH2Br2S as an isolated structure at a distorted geometry (ωB97M-V/def2-TZVPD, the Open Molecules 2025 dataset).

ΔE to the lowest compared entry with this formula, charge and spin: 61.2 kcal/mol
M: 205.90 g/mol
2S+1: 1
LUMO energy: -0.45 eV
HOMO: -9.5696 eV

Each line ends with the Löwdin charge.
Cartesian coordinates (Å):
1 C 0.086 0.226 -0.136  -1.762
2 S -1.242 -0.754 0.543  0.574
3 Br 0.703 -0.352 -1.920  0.484
4 Br 1.548 0.694 0.853  0.633
5 H -0.875 1.653 -0.480  0.181
6 H -0.220 -1.466 1.141  -0.110

Atoms 1-2, force components in eV/Å:
C -3.81 3.41 -2.93
S 2.07 -0.34 0.65

=====

# C11H26AsN5O2PPdS4

C11H26AsN5O2PPdS4 as an isolated structure (ωB97M-V/def2-TZVPD, the Open Molecules 2025 dataset).

net charge: -1
ΔE to the lowest compared entry with this formula, charge and spin: 1.1 kcal/mol
M: 600.95 g/mol
2S+1: 1
LUMO energy: 2.43 eV
HOMO: -4.0264 eV

Each line ends with the Löwdin charge.
Cartesian coordinates (Å):
1 Pd 0.102 -0.005 0.113  0.176
2 S 2.035 3.087 1.301  -0.198
3 As 2.730 1.549 0.031  -0.542
4 S 2.157 -0.413 0.990  0.010
5 S 1.243 1.112 -1.588  0.004
6 S 4.702 1.531 -0.654  -0.189
7 C -0.995 0.976 5.022  -0.190
8 N -1.983 1.409 4.036  -0.151
9 C -3.146 0.535 4.127  -0.203
10 N -2.844 -0.892 3.979  -0.156
11 C -1.824 -1.247 4.966  -0.206
12 N -0.618 -0.433 4.905  -0.152
13 C 0.139 -0.669 3.669  -0.333
14 P -0.853 -0.278 2.160  0.876
15 C -1.416 1.402 2.683  -0.296
16 C -2.392 -1.204 2.618  -0.306
17 H -1.423 1.129 6.017  0.121
18 H -0.101 1.593 4.922  0.132
19 H -3.871 0.823 3.363  0.124
20 H -3.601 0.675 5.111  0.121
21 H -1.554 -2.297 4.833  0.123
22 H -2.266 -1.124 5.958  0.121
23 H 0.486 -1.705 3.633  0.086
24 H 1.027 -0.038 3.647  0.063
25 H -2.159 1.767 1.969  0.095
26 H -0.551 2.070 2.621  0.052
27 H -2.224 -2.281 2.542  0.078
28 H -3.180 -0.950 1.905  0.093
29 O -1.816 0.111 -1.038  -0.170
30 H -1.530 0.686 -1.762  0.021
31 H -1.733 -0.814 -1.375  0.006
32 C 0.236 -1.703 -3.749  -0.061
33 N 0.804 -2.402 -2.610  -0.130
34 C 2.232 -2.165 -2.397  -0.090
35 C -0.043 -2.766 -1.607  -0.520
36 O -1.231 -2.403 -1.567  -0.023
37 N 0.460 -3.586 -0.637  -0.139
38 C -0.312 -3.762 0.571  -0.063
39 C 1.511 -4.554 -0.866  -0.060
40 H 0.835 -1.931 -4.633  0.088
41 H 0.254 -0.621 -3.592  0.044
42 H -0.785 -2.036 -3.912  0.086
43 H 2.465 -1.140 -2.682  0.046
44 H 2.839 -2.861 -2.985  0.085
45 H 2.480 -2.249 -1.342  0.046
46 H -0.885 -2.857 0.756  0.039
47 H 0.372 -3.931 1.406  0.092
48 H -1.004 -4.609 0.502  0.093
49 H 1.812 -4.548 -1.909  0.078
50 H 1.140 -5.555 -0.624  0.087
51 H 2.387 -4.349 -0.245  0.094

Atoms 1-2, force components in eV/Å:
Pd -0.15 -0.04 -0.02
S 0.01 -0.02 -0.04

=====

# C6H10N4O2

One molecule with the formula C6H10N4O2 at a distorted geometry (ωB97M-V/def2-TZVPD, the Open Molecules 2025 dataset).

ΔE to the lowest compared entry with this formula, charge and spin: 147.3 kcal/mol
M: 170.17 g/mol
2S+1: 1
LUMO energy: 0.24 eV
HOMO: -7.3627 eV

Each line ends with the Löwdin charge.
Cartesian coordinates (Å):
1 C 0.993 2.209 -0.022  -0.161
2 C 2.178 0.359 -0.013  -0.064
3 C 0.120 0.080 0.018  -0.020
4 C -1.436 2.045 0.023  -0.029
5 C -2.071 -1.001 0.174  -0.036
6 C -0.041 -2.296 -0.194  -0.033
7 N 2.139 1.644 -0.041  0.099
8 N -0.152 1.368 0.010  -0.085
9 N 3.152 -0.556 0.028  -0.429
10 N -0.623 -0.994 0.055  -0.163
11 O 2.884 -1.763 0.110  -0.020
12 O 4.301 -0.109 -0.037  0.036
13 H 0.867 3.271 -0.041  0.112
14 H -1.871 2.042 1.025  0.097
15 H -1.289 3.081 -0.277  0.088
16 H -2.128 1.584 -0.679  0.090
17 H -2.373 -1.936 0.646  0.092
18 H -2.417 -0.182 0.797  0.077
19 H -2.551 -0.945 -0.807  0.100
20 H 1.045 -2.248 -0.116  0.056
21 H -0.416 -3.012 0.534  0.092
22 H -0.312 -2.641 -1.193  0.100

Atoms 1-2, force components in eV/Å:
C 0.87 -0.12 0.00
C -5.31 -0.69 0.12

=====

Number 1: energy -13243.32523 Ha. Number 2: energy -5585.39506 Ha. Number 3: energy -5156.94736 Ha. Number 4: energy -603.90283 Ha.